Molecular formula: C32H51N6O2S3Tc
Method: DFT, ωB97M-V/def2-TZVPD

Results
HOMO (spin up / spin down): -16.8 / -17.1 eV
2S+1: 4
net charge: +3
energy above the lowest of the compared OMol25 structures with the same formula, charge and spin: 0.000 eV
gap between HOMO and LUMO (spin up / spin down): 7.60 / 7.21 eV
E_LUMO (spin up / spin down): -9.202 / -9.928 eV

XYZ file:
```
95
Properties=species:S:1:pos:R:3:forces:R:3:mulliken_spin:R:1
Tc -0.04786 -0.31648 0.47524 0.243 -0.173 -0.441 2.983
C 2.13269 -1.01636 0.36518 -0.004 -0.179 -0.013 -0.005
C 1.55023 -1.76135 -0.73488 0.093 0.033 0.126 -0.084
C 0.47420 -2.53599 -0.17447 0.016 -0.057 0.044 0.022
C 0.52977 -2.30495 1.25220 -0.155 0.008 0.035 -0.042
C 1.65364 -1.48659 1.59977 -0.123 -0.072 0.067 -0.061
C 2.36352 -1.38459 2.92851 -0.007 0.014 -0.009 -0.028
C 1.50166 -1.86268 4.09683 0.004 0.003 0.013 -0.009
C 3.53422 -2.38557 2.75507 -0.001 -0.004 0.011 -0.005
C 2.94302 0.00761 3.18294 0.013 0.002 -0.017 0.022
C -0.48749 -3.59408 -0.74629 -0.002 0.011 -0.015 0.013
C -1.41616 -4.11486 0.36022 0.003 -0.011 0.019 -0.002
C 0.32355 -4.81155 -1.22888 -0.013 -0.003 -0.022 -0.001
C -1.38487 -3.07461 -1.87520 -0.014 -0.013 -0.023 0.042
C 2.34243 -1.88604 -2.04488 -0.059 0.069 -0.013 -0.010
C 3.26741 -3.09974 -1.76553 0.007 -0.015 0.000 -0.001
C 1.52340 -2.11328 -3.31469 -0.002 -0.022 -0.018 0.014
C 3.30315 -0.71476 -2.32663 -0.003 0.002 -0.003 0.003
H 2.97504 -0.35247 0.28293 0.045 -0.026 -0.025 0.022
H -0.09384 -2.81869 1.96615 0.010 0.012 0.028 0.025
H 1.14982 -2.88518 3.94740 0.003 0.000 -0.002 0.000
H 0.64618 -1.21750 4.29210 -0.003 0.002 -0.005 0.002
H 2.10861 -1.86712 5.00179 -0.004 0.000 0.000 0.000
H 3.17623 -3.39036 2.52334 0.001 -0.001 -0.001 0.000
H 4.08941 -2.43634 3.69152 0.000 -0.001 0.000 -0.001
H 4.22262 -2.06607 1.97116 -0.001 -0.002 -0.001 0.000
H 2.16554 0.75841 3.31729 -0.003 -0.001 0.003 -0.006
H 3.60488 0.32426 2.37387 0.003 0.003 0.004 -0.003
H 3.54439 -0.01645 4.09119 0.002 -0.007 0.000 0.000
H -0.87428 -4.66126 1.13414 0.003 0.000 -0.002 0.000
H -2.12034 -4.81618 -0.08582 -0.003 0.008 0.001 0.000
H -2.00046 -3.32137 0.82854 -0.001 0.012 -0.003 0.005
H 1.01010 -5.17045 -0.46003 0.005 0.009 0.005 0.000
H 0.88269 -4.62160 -2.14027 -0.008 -0.015 0.011 -0.002
H -0.37501 -5.62001 -1.44501 -0.001 -0.001 0.004 0.000
H -2.12130 -2.36988 -1.49594 -0.012 -0.008 0.017 0.007
H -1.93110 -3.91714 -2.30065 0.025 -0.005 -0.014 -0.001
H -0.84087 -2.59409 -2.68170 -0.018 0.021 0.021 -0.008
H 2.72066 -3.99553 -1.49064 0.006 0.005 -0.001 -0.001
H 3.97634 -2.87063 -0.96777 -0.004 0.004 0.003 0.000
H 3.83924 -3.31289 -2.66933 -0.005 -0.003 0.000 0.001
H 0.99217 -3.05870 -3.31318 0.010 0.015 -0.018 0.003
H 2.20083 -2.12854 -4.16850 0.002 -0.002 0.004 0.000
H 0.79608 -1.31419 -3.48957 0.006 0.012 0.017 -0.009
H 3.92769 -0.44048 -1.47791 0.011 -0.001 0.003 0.002
H 2.81769 0.17927 -2.72419 -0.007 -0.004 0.006 -0.003
H 3.98691 -1.04093 -3.10968 -0.008 0.000 -0.004 0.000
C -5.05119 1.81441 -2.39231 -0.003 0.009 -0.006 0.000
C -4.27994 0.51210 -2.62918 0.012 -0.013 0.008 0.000
C -3.66705 -0.00169 -1.36991 0.005 0.025 -0.042 0.016
N -2.41380 0.03054 -1.09381 0.005 -0.045 0.010 0.030
N -2.12724 -0.46795 0.15971 0.025 0.006 -0.032 -0.064
C -3.20317 -0.86537 0.83123 0.017 0.039 0.047 0.015
N -3.19514 -1.37494 2.06348 0.017 -0.021 -0.019 0.034
S -4.64360 -0.66354 -0.08420 -0.031 -0.010 0.014 0.001
H -5.47010 2.17056 -3.33110 0.000 0.000 -0.001 0.000
H -4.39833 2.58791 -1.98613 -0.002 -0.003 0.005 0.000
H -5.87966 1.66704 -1.69864 -0.001 -0.001 -0.004 0.000
H -3.47161 0.65878 -3.34624 0.002 0.006 0.002 0.000
H -4.93921 -0.25339 -3.04359 -0.006 0.004 0.005 0.001
H -2.38113 -1.25405 2.64589 -0.006 0.004 0.004 -0.001
H -4.05932 -1.62527 2.51755 -0.002 0.003 -0.001 -0.001
N 1.05838 3.84104 -2.41487 0.208 0.075 -0.022 -0.002
C 2.22867 3.09379 -1.86636 -0.015 -0.006 -0.122 0.011
C 1.75006 2.00687 -0.91324 0.033 -0.025 0.031 0.029
N 0.69071 1.09996 -1.43998 0.105 0.240 0.284 -0.092
C -0.35051 1.81324 -2.21935 -0.011 0.009 -0.021 0.031
C 0.17255 2.89132 -3.15547 0.045 0.034 0.042 0.002
H 1.36834 4.59289 -3.03333 0.039 -0.044 -0.023 0.000
H 0.58369 4.28893 -1.60628 -0.254 -0.075 -0.017 -0.002
H 2.86653 3.79677 -1.33372 0.025 -0.023 0.011 0.001
H 2.77933 2.68976 -2.71653 0.007 -0.006 0.006 0.001
H 1.40096 2.46324 0.01045 -0.049 0.006 -0.063 0.003
H 2.62406 1.40665 -0.67854 -0.006 0.004 0.057 -0.021
H 1.14021 0.42809 -2.05304 -0.052 0.029 -0.085 0.025
H -1.07207 2.24267 -1.53419 -0.037 -0.018 -0.027 0.003
H -0.89199 1.08163 -2.81269 0.007 -0.017 0.016 0.001
H -0.66226 3.44835 -3.57666 -0.009 -0.004 0.002 0.000
H 0.77541 2.48757 -3.96990 -0.038 -0.015 -0.023 0.001
O 0.05262 4.49672 0.06498 -0.021 0.018 0.137 0.001
S -1.18530 3.87753 0.49588 -0.264 -0.112 -0.174 0.010
O -2.27934 3.92790 -0.42306 -0.042 0.020 0.021 0.002
N -0.83185 2.26350 0.82950 0.028 0.081 0.188 0.018
C -0.98484 2.04088 2.09584 0.084 0.014 0.073 0.036
S -0.51712 0.48447 2.69118 0.089 0.141 -0.088 0.032
C -1.45312 3.16049 2.92826 -0.009 0.003 -0.041 -0.012
C -1.72032 3.20792 4.28420 -0.006 0.003 -0.004 0.006
C -2.15654 4.41783 4.81764 -0.006 0.018 0.001 -0.001
C -2.31912 5.54223 4.01592 -0.008 -0.004 0.014 0.002
C -2.04813 5.50306 2.64741 -0.004 -0.038 0.004 0.001
C -1.61760 4.29808 2.14269 0.068 0.072 0.041 -0.003
H -1.59459 2.33754 4.91524 0.002 -0.003 -0.003 0.004
H -2.37310 4.48696 5.87482 0.000 -0.004 0.000 0.000
H -2.66106 6.46709 4.46031 0.003 0.001 0.000 0.000
H -2.17462 6.37784 2.02441 0.008 0.002 -0.002 0.000
```
Forces are in eV/Å.